No. 1
A molecular structure, C38H50N6OPbSSi. Source: the OMol25 dataset; level of theory: ωB97M-V/def2-TZVPD.

Structure (XYZ):
```
98
Properties=species:S:1:pos:R:3:forces:R:3
C -3.24480 4.44903 -1.02516 0.027 0.013 0.020
H -0.30025 4.57410 0.48981 0.000 -0.003 0.004
C -0.75968 -1.37504 -3.83269 0.674 -0.038 -0.112
H 4.29342 -5.30812 4.15659 0.006 -0.007 -0.001
C 0.71647 -2.53285 4.21215 0.026 -0.039 0.010
H 2.01595 3.23210 4.04787 0.030 -0.028 0.029
H -0.69028 4.63140 4.13456 -0.017 0.028 0.000
H -4.58462 0.69249 1.71456 -0.076 0.018 0.050
Pb 0.24498 -0.09241 -0.32945 -0.035 0.361 -0.092
H 0.85789 4.48249 -1.64627 -0.020 -0.034 -0.017
H -1.15323 -2.50280 -5.66787 0.058 -0.039 -0.034
H -3.93918 1.86272 -3.31726 -0.037 -0.011 0.003
H -3.43977 0.90575 3.90267 0.044 -0.021 0.010
H 0.57331 5.32330 3.10476 -0.011 0.031 0.014
H -1.02479 4.95152 2.43666 0.008 0.041 0.008
N -2.04576 -1.13443 -3.57271 -0.155 0.093 0.131
C -3.32486 -0.16726 -0.22991 -0.038 0.347 -0.109
H -2.76118 -1.61505 -4.08589 -0.019 -0.027 0.026
H -2.30633 1.13850 2.56106 -0.115 0.054 -0.043
C -3.17280 1.55940 3.07052 -0.136 -0.015 -0.029
H 3.51154 1.51879 -0.09056 -0.015 -0.025 -0.013
C -2.83511 3.12796 -1.15350 -0.015 -0.150 0.059
H -4.33003 5.89408 0.13566 0.026 0.004 0.003
C 3.27706 -2.04939 -4.61070 0.115 0.001 0.103
H 2.09254 -5.15228 0.53398 -0.010 0.002 -0.015
C -3.95895 2.61147 0.93954 -0.040 -0.101 -0.028
C 1.19758 3.84728 -0.83522 -0.051 -0.081 -0.044
H -0.64441 2.55643 2.71927 0.020 0.050 -0.015
H -2.68563 2.27732 -4.49508 -0.018 0.001 -0.005
H 0.53042 2.80332 4.90700 0.001 0.001 0.015
H 2.53551 3.58152 -3.09463 0.013 -0.027 -0.009
H 1.63133 -6.78003 3.60917 0.017 -0.002 -0.004
H 0.84767 -3.19438 5.06300 -0.052 -0.008 0.003
C 0.91788 -2.31649 -5.22024 -0.235 -0.012 -0.045
H 3.82646 -1.13022 -4.42637 -0.004 -0.008 -0.037
H 4.01501 3.02527 -2.29555 -0.005 0.029 -0.023
C -4.36624 3.93814 1.01561 -0.039 0.002 0.002
C -4.00391 4.86514 0.05371 -0.028 0.033 0.008
Si 2.29431 -4.47989 2.92722 0.156 -0.340 0.265
H 4.48216 -3.59639 3.76269 -0.006 0.016 -0.007
H -0.32240 -3.56611 -0.28554 0.029 0.030 -0.001
N -2.61838 0.90414 -0.21370 0.314 -0.284 0.018
C 2.68128 2.20538 0.03357 0.078 0.096 -0.011
H -2.73549 -4.77766 -0.26997 0.004 0.000 0.018
N 0.16214 -0.89655 -3.00959 -0.395 -0.010 -0.057
H 2.42595 1.67504 2.07428 -0.034 -0.017 -0.011
H -3.66056 3.55158 -3.74702 -0.033 -0.027 -0.007
C -0.39886 -2.11044 -5.00356 -0.071 -0.092 -0.042
C -0.23975 -0.59401 3.25058 0.048 0.017 -0.005
N 1.85755 -1.80656 -4.40003 0.035 0.081 0.160
C 2.26699 2.98506 -1.04329 0.020 -0.034 0.046
C -1.29643 -3.09919 -0.27085 0.024 -0.145 -0.142
H 1.30312 1.61543 3.86766 0.079 0.036 0.027
H 0.23267 -5.90537 2.97828 0.000 0.024 -0.016
H -4.41966 -0.11922 -0.27786 -0.001 -0.010 0.028
C 1.07844 2.67732 3.97220 -0.098 -0.042 -0.130
C 3.77058 -4.35044 4.10397 -0.215 -0.009 -0.192
C -2.14965 2.71420 -2.43096 -0.112 0.044 0.031
H -5.20867 2.08462 2.57763 -0.019 -0.017 -0.002
H -2.96309 5.15759 -1.79717 -0.032 -0.003 -0.011
H -2.89646 2.53705 3.46878 0.011 0.013 0.011
C -3.16932 2.59395 -3.56892 0.163 -0.043 -0.015
N 0.36842 -0.83244 2.09120 0.064 -0.180 0.216
H -0.56421 -1.15634 5.28823 0.005 -0.016 0.007
S 1.96542 -2.01019 0.41791 0.238 -0.133 -0.322
H -4.99126 4.24054 1.84859 0.040 0.018 0.024
H -4.56430 -2.77980 -0.21752 0.002 -0.009 -0.016
C 1.12616 -5.81164 3.59869 0.146 0.225 -0.057
C -3.48804 -2.69109 -0.24586 -0.097 0.415 0.032
H 3.63980 -2.80461 -3.91270 0.002 0.023 -0.004
C -2.54870 -3.71559 -0.26563 0.132 -0.190 0.008
N -1.40887 -1.76344 -0.26681 -0.668 0.373 0.105
C 2.05105 2.29084 1.26700 0.155 -0.027 0.036
C -2.77159 -1.48463 -0.23476 0.314 -0.445 -0.180
H 2.79602 1.85236 -2.76848 -0.004 -0.033 -0.088
H 0.80310 -5.59716 4.61947 -0.011 0.002 -0.005
C -0.25713 4.61501 3.13339 -0.034 -0.150 -0.085
C -0.07611 -1.39954 4.35502 -0.003 -0.021 0.064
H 3.64380 -4.38759 0.83360 0.037 0.005 -0.028
H -0.86751 0.28735 3.28888 0.109 -0.097 0.049
H 3.44190 -2.38511 -5.63157 -0.060 -0.001 -0.016
H 1.27402 -2.89991 -6.05866 0.045 0.043 -0.015
C -4.32572 1.68554 2.07600 0.160 0.035 0.000
H -1.63920 1.76422 -2.29984 0.133 -0.106 0.062
C 1.48675 -1.05498 -3.26480 0.068 -0.086 -0.234
C 1.34310 -2.83982 3.01199 0.076 -0.016 -0.396
C 2.90936 -5.07279 1.25190 -0.130 0.200 0.121
H 3.45748 -4.08519 5.11584 -0.015 0.018 -0.004
C 0.96573 3.13996 1.47287 -0.064 -0.054 -0.016
H 3.37009 -6.05861 1.36004 -0.031 0.005 0.102
C -3.16815 2.19793 -0.14992 -0.172 0.200 -0.086
C 1.17218 -1.91228 1.95548 -0.221 0.155 0.374
H -1.39379 3.45636 -2.69605 0.033 -0.003 0.001
C 0.23757 3.20106 2.80519 0.043 0.083 0.173
O 2.36104 -0.57999 -2.55749 0.009 -0.004 0.106
C 0.54772 3.90859 0.38940 -0.055 0.043 -0.012
H -2.28241 -0.75081 -2.67307 -0.104 -0.008 0.207
C 2.93931 2.86146 -2.38253 0.018 0.021 0.099
```
Positions in Å, forces in eV/Å.

- E: -2762.47508 Ha
- Total charge: 0
- Gap between HOMO and LUMO: 0.2873 Ha
- E_LUMO: 0.5 eV
- HOMO energy: -7.34 eV
- Strongest force on any atom: 0.015 hartree/bohr

Löwdin population analysis, charges in e, atoms 1 to 2: C -0.06; H 0.10

No. 2
A molecular structure, C38H51Cl3N2O3SbSiTm in a non-equilibrium geometry. Source: the OMol25 dataset; level of theory: ωB97M-V/def2-TZVPD.

Structure (XYZ):
```
100
Properties=species:S:1:pos:R:3:forces:R:3
C -2.68892 -1.19336 4.06399 -0.444 -0.445 0.436
H 2.99174 -0.08818 -4.17395 -0.470 0.070 0.230
H 2.94425 -3.26477 -3.30884 -0.499 0.192 0.011
H -0.39409 -3.73601 -1.91127 0.067 0.009 0.184
H -2.73907 -2.26270 0.99310 0.159 -0.244 -0.051
H 0.91520 4.67112 5.26793 -0.189 -0.160 0.063
H 0.36458 -0.99451 -6.61000 0.096 0.566 -0.160
C 1.50050 0.50383 -5.54828 -0.398 -0.145 -0.060
H -2.87681 -0.33830 3.40242 0.090 -0.248 0.281
C -2.00628 -3.06231 0.81935 0.001 0.188 0.081
C -2.40083 -0.17555 -1.59831 0.329 -0.120 0.287
H -2.31018 3.33268 -0.49462 0.191 0.308 -0.204
N -1.02421 -2.64824 -0.19740 1.053 0.216 0.021
H -2.01387 -4.20031 6.44981 -0.112 0.121 -0.143
O 1.20576 -0.00603 -3.22039 -2.203 -1.135 -0.807
H -0.10837 -2.92969 5.49797 -0.463 0.252 -0.130
C 1.58669 -0.72242 5.37268 -0.378 0.126 -0.558
C 2.43414 -3.79209 -6.16073 -0.036 -0.272 -0.139
H 1.64931 -2.32702 -2.51347 -0.004 -0.040 -0.154
H -0.24506 0.55816 -8.47323 0.181 0.272 0.321
Cl 0.66731 -2.38324 2.25427 1.121 -2.155 -0.982
C 0.24209 3.81779 5.37801 -0.063 -0.177 -0.192
H 4.11416 -0.92674 8.31619 -0.070 0.028 -0.112
H 1.24844 -3.64680 -3.64605 0.218 0.192 0.188
H 2.51943 2.16294 -4.64240 -0.203 0.018 -0.315
C 0.41503 2.68405 4.56336 -0.519 0.696 0.854
C 0.33440 0.93914 -7.62470 -0.312 -0.332 0.128
H -2.30737 -2.13164 -3.91617 0.174 -0.107 -0.002
C -2.20864 -3.36520 5.77868 -0.077 0.331 -0.379
C 1.46419 2.73751 -6.46110 -0.287 -0.202 -0.191
C 1.97395 -1.87790 -4.62548 0.313 0.446 -0.873
H 0.13677 6.50931 -1.15653 -0.120 -0.176 -0.084
H -1.46304 1.09299 -5.03915 0.107 -0.071 0.381
H -1.48061 -3.28083 1.76648 -0.234 0.095 -0.405
H 0.39549 2.97686 -8.33064 0.069 -0.193 0.196
H -2.26406 1.86565 -3.64408 0.246 -0.214 -0.011
H 1.63038 -4.39979 -5.70159 0.459 0.181 -0.219
C 0.69309 2.27960 -7.54721 0.394 0.224 0.356
C -0.78254 3.85180 6.33487 0.021 -0.353 -0.213
H -0.52122 2.04802 -3.88963 -0.202 -0.142 -0.067
H -0.56038 -2.35765 -4.22032 -0.175 -0.106 -0.002
O 0.51995 -1.07448 -0.89086 -1.258 -0.481 -0.273
H -2.49044 -3.96822 0.43203 -0.114 0.439 0.182
C -0.42914 -1.45515 -0.12394 -0.173 -0.551 0.969
C 1.88845 1.84649 -5.48003 -0.163 -0.176 -0.308
Sb 0.24796 -0.31234 3.66478 -0.667 1.801 1.745
H 0.06976 -0.44748 6.91053 0.371 -0.010 -0.152
H -1.16090 6.37775 0.01851 0.007 -0.166 0.085
C -1.64660 2.75480 6.46270 0.011 -0.078 -0.186
H 3.29370 -1.00396 4.07110 -0.108 -0.004 0.366
C -1.37148 -1.62913 -4.18958 0.075 -0.437 0.243
C -1.13666 -2.63382 5.24939 -0.470 -0.428 0.466
H -0.90783 4.72527 6.97744 0.042 -0.232 -0.184
C -1.46933 1.61346 5.65893 0.063 1.258 0.634
H -0.80282 -4.67070 -0.45420 0.312 0.003 -0.185
H 1.19644 2.66162 3.80530 -0.002 -0.029 0.159
H -0.86733 -0.74497 0.59594 0.182 -0.258 -0.248
H 1.40309 3.96508 -0.77497 -0.322 0.058 -0.269
H -4.36362 -3.56701 5.86603 0.315 0.220 -0.183
Tm 1.53047 0.88290 -1.45876 1.802 0.872 3.652
Cl 3.77253 1.82791 -2.05813 -0.209 -0.071 -0.023
H 2.41500 -3.94540 -7.24949 0.019 -0.122 0.377
C -3.52226 -3.00683 5.44325 -0.018 0.080 -0.055
H -4.78564 -1.65398 4.30329 0.198 -0.148 0.117
H -2.60014 -1.15496 -1.13908 -0.062 0.582 -0.156
C 1.13055 -0.60455 6.69140 0.618 0.003 0.259
C -1.35150 1.34103 -3.97189 0.171 0.047 0.405
H -2.14451 0.76656 5.77227 0.176 0.093 0.041
H 1.72372 3.78967 -6.37327 0.011 -0.162 -0.146
C -0.42130 1.58853 4.75101 0.116 -1.465 -0.423
C 2.94361 -0.92264 5.10534 0.117 0.008 0.624
H 4.91520 -1.17351 5.96430 -0.310 0.071 0.115
C 3.85547 -1.00516 6.17293 -0.267 -0.005 -0.099
C 1.93999 -2.81132 -3.44514 0.197 -0.406 -0.162
H 2.47193 -1.66918 -6.69435 -0.244 -0.001 0.384
O 0.19274 2.56389 -1.68826 -0.374 1.856 0.527
H -3.31282 0.18584 -2.12028 0.614 -0.161 0.080
H 0.48093 5.89042 0.45180 -0.167 -0.242 -0.062
H 3.40616 -4.14912 -5.78133 -0.308 -0.068 -0.104
H -2.11448 0.56737 -0.83532 -0.272 -0.277 -0.165
H -2.13666 4.00100 -2.15256 0.012 0.057 0.274
H -2.45592 2.77619 7.19643 0.212 0.072 -0.148
C -3.76530 -1.93164 4.57336 0.219 -0.162 0.072
H 1.68565 -0.54259 8.77468 0.176 -0.061 -0.223
C -1.39370 -1.53378 4.44173 0.796 0.801 -0.473
H -1.49869 -1.22543 -5.20863 0.184 0.061 0.570
C 0.38906 3.68667 -1.10710 -0.559 -0.596 0.220
C 2.26172 -2.33652 -5.85755 0.059 -0.003 0.630
C -0.26332 5.88918 -0.34967 0.453 0.389 0.189
Si -1.08635 -0.26555 -2.94619 -0.180 1.165 -2.900
N -0.58454 4.53634 -0.80474 0.318 -0.559 -0.489
H -2.58980 5.08679 -0.78234 0.192 -0.593 -0.245
C -1.99496 4.20752 -1.08428 0.037 0.169 0.092
Cl 1.38213 1.39631 1.13856 0.220 0.382 -1.424
C 1.93442 -0.36737 -4.37155 0.617 -0.555 -1.042
C 2.04957 -0.66117 7.75267 -0.269 -0.096 -0.428
C 3.40735 -0.86888 7.49288 -0.142 -0.006 -0.389
C -0.30298 -3.77257 -0.81931 -0.347 0.110 -0.256
H 0.75105 -3.79326 -0.53153 -0.167 0.150 0.086
C 0.68109 0.05386 -6.59784 0.430 0.364 0.273
```
Positions in Å, forces in eV/Å.

- E: -4809.43579 Ha
- Total charge: 0
- Gap between HOMO and LUMO (alpha / beta): 0.1485 / 0.1482 Ha
- E_LUMO (alpha / beta): -1.5 / -1.5 eV
- HOMO energy (alpha / beta): -5.52 / -5.52 eV
- Strongest force on any atom: 0.081 hartree/bohr
- Multiplicity: 3

Löwdin population analysis, charges in e, atoms 1 to 2: C -0.18; H 0.14

What is the formula in the second record?
C38H51Cl3N2O3SbSiTm